1.
# C21H30N4O6

The molecule C21H30N4O6 (ωB97M-V/def2-TZVPD, the OMol25 dataset).

- Kohn-Sham gap: 8.54 eV
- SMILES: CCC(C)(C)NC(=O)CN(C(=O)C(=O)Nc1ccc2c(c1)OCCO2)N1CCOCC1

```
! wB97M-V def2-TZVPD RIJCOSX def2/J DEFGRID3
* xyz 0 1
C 2.358 4.952 3.074
C 1.692 3.928 3.985
C 2.359 2.539 3.973
C 3.816 2.611 4.427
C 1.575 1.599 4.895
N 2.354 2.014 2.606
C 1.261 1.798 1.854
O 0.117 1.958 2.219
C 1.596 1.308 0.432
N 1.674 -0.138 0.415
C 0.826 -0.986 -0.186
O 0.908 -2.204 -0.049
C -0.271 -0.444 -1.125
O -0.306 0.681 -1.584
N -1.133 -1.445 -1.381
C -2.275 -1.463 -2.181
C -2.956 -2.673 -2.319
C -4.106 -2.737 -3.077
C -4.593 -1.604 -3.718
C -3.889 -0.400 -3.611
C -2.741 -0.331 -2.834
O -4.295 0.736 -4.260
C -5.255 0.496 -5.263
C -6.331 -0.457 -4.746
O -5.760 -1.708 -4.433
N 2.729 -0.615 1.228
C 3.732 -1.370 0.489
C 4.919 -1.584 1.430
O 4.537 -2.275 2.594
C 3.517 -1.589 3.278
C 2.290 -1.380 2.389
H 1.774 5.869 3.068
H 2.411 4.580 2.053
H 3.362 5.196 3.413
H 0.656 3.797 3.671
H 1.689 4.299 5.011
H 3.876 3.075 5.408
H 4.414 3.194 3.732
H 4.241 1.611 4.498
H 0.552 1.507 4.541
H 1.561 1.995 5.907
H 2.032 0.612 4.914
H 3.245 1.734 2.227
H 2.559 1.712 0.105
H 0.808 1.633 -0.247
H -0.862 -2.329 -0.951
H -2.586 -3.558 -1.824
H -4.653 -3.659 -3.184
H -2.222 0.609 -2.755
H -5.677 1.467 -5.527
H -4.773 0.051 -6.145
H -7.094 -0.645 -5.503
H -6.797 -0.023 -3.851
H 4.041 -0.787 -0.381
H 3.346 -2.343 0.157
H 5.685 -2.194 0.949
H 5.349 -0.606 1.701
H 3.263 -2.201 4.145
H 3.893 -0.611 3.618
H 1.527 -0.807 2.918
H 1.880 -2.356 2.101
*
```

=====

2.
# C21H30N4OPtS2Te

A structure of composition C21H30N4OPtS2Te (ωB97M-V/def2-TZVPD, the OMol25 dataset).

- Kohn-Sham gap (spin up / spin down): 5.11 / 5.11 eV

```
! wB97M-V def2-TZVPD RIJCOSX def2/J DEFGRID3
* xyz 0 1
Pt -0.618 -0.068 0.500
C -0.359 -0.214 7.040
C -0.116 0.112 5.577
N -0.939 -0.740 4.738
C -0.958 -0.660 3.383
S -0.193 0.699 2.625
N -1.541 -1.655 2.757
N -1.524 -1.533 1.402
C -1.999 -2.504 0.651
C -2.546 -3.775 1.206
C -1.892 -2.267 -0.767
C -2.297 -3.186 -1.742
C -2.127 -2.882 -3.073
C -1.535 -1.665 -3.427
C -1.134 -0.810 -2.428
N -1.320 -1.086 -1.134
H 0.042 0.573 7.676
H 0.123 -1.150 7.324
H -1.427 -0.300 7.243
H 0.943 -0.019 5.326
H -0.367 1.154 5.370
H -1.176 -1.652 5.099
H -2.567 -3.727 2.289
H -1.919 -4.618 0.907
H -3.559 -3.955 0.839
H -2.726 -4.128 -1.436
H -2.435 -3.584 -3.836
H -1.367 -1.398 -4.459
H -0.616 0.116 -2.642
C 0.877 -7.539 1.668
C 1.094 -6.106 1.267
C 1.068 -5.716 -0.063
C 1.281 -4.396 -0.450
C 1.216 -4.074 -1.918
C 1.546 -3.417 0.524
Te 1.932 -1.420 -0.092
C 1.563 -3.799 1.876
C 1.802 -2.829 3.002
C 1.339 -5.129 2.219
H 0.660 -8.162 0.800
H 0.044 -7.635 2.367
H 1.762 -7.949 2.160
H 0.875 -6.460 -0.829
H 0.883 -4.946 -2.483
H 2.191 -3.763 -2.299
H 0.537 -3.241 -2.110
H 2.310 -1.931 2.658
H 2.397 -3.299 3.787
H 0.850 -2.527 3.439
H 1.362 -5.405 3.269
C -1.707 3.260 0.593
S -1.152 2.450 -0.903
C -0.473 3.899 -1.711
O 0.111 1.660 -0.536
H -2.556 3.892 0.331
H -0.889 3.847 1.007
H -2.009 2.480 1.288
H -1.285 4.597 -1.905
H -0.027 3.578 -2.649
H 0.284 4.344 -1.067
*
```